Formula: C2H8N
Source: OMol25
Level of theory: the ωB97M-V functional and the def2-TZVPD basis

* ΔE to the lowest compared entry with this formula, charge and spin: 554.4 kJ/mol
* gap between HOMO and LUMO: 6.875 eV
* total charge: +1
* E_HOMO: -15.8 eV

The geometry in XYZ format:
```
11
Properties=species:S:1:pos:R:3:forces:R:3:mulliken_charge:R:1
C -0.826182 1.278663 1.006275 -0.088 1.758 0.495 -0.66
N -0.267334 -0.776091 -0.396805 -0.347 -2.810 2.612 -0.20
C 1.038840 -0.944938 -0.816658 1.088 2.296 -1.084 -0.61
H -0.541343 0.960728 2.011001 0.127 -0.533 -0.306 0.29
H -0.518086 0.315856 0.333935 0.088 -1.384 -1.287 0.26
H -1.889691 1.435423 0.899251 -0.180 -0.238 -0.291 0.33
H -0.994212 -1.266407 -0.945750 -0.425 1.851 -0.342 0.28
H -0.230530 2.120740 0.652577 -0.023 -0.250 -0.212 0.32
H 1.224385 -2.031648 -0.838243 -0.563 -0.341 0.020 0.35
H 1.286417 -0.556097 -1.822942 -0.023 -0.332 0.198 0.32
H 1.717738 -0.536229 -0.082643 0.344 -0.017 0.197 0.32
```
Forces are in eV/Å.